Entry 1:
92
Properties=species:S:1:pos:R:3:forces:R:3 method="wB97M-V/def2-TZVPD" multiplicity=1 total_energy_ha=-2484.1200 lumo_energy_ev=-0.33 total_charge=0 homo_lumo_gap_ev=9.01 e_above_lowest_ev=9.0634
O 17.63841 10.26964 -5.86442 -1.60 0.09 -1.03
O 15.15833 5.79692 -6.34064 -0.86 -0.20 -0.28
O 13.33327 1.25317 -8.92885 -0.51 0.22 2.40
O 15.93068 7.52325 -12.34569 0.11 -1.03 0.38
O 21.13802 12.24652 -8.96398 1.14 -1.97 1.81
O 23.15167 7.49994 -13.60399 -0.25 -0.41 0.75
O 6.39528 9.98727 -13.13940 -0.51 -0.72 1.31
O 13.35031 12.69829 -9.33044 -0.35 -0.19 -1.07
O 8.41791 3.46772 -13.15003 -0.84 0.45 1.04
O 10.00291 7.89600 -9.92056 -0.56 -1.83 -7.19
O 14.65021 2.11755 -15.67850 0.54 0.10 -0.93
O 12.95228 11.72551 -15.78432 -0.99 0.52 -1.46
N 21.29794 14.14912 -10.08133 2.05 2.32 -0.09
N 11.52518 10.63024 -17.17860 -7.41 1.50 -5.58
N 8.45158 9.63274 -13.99438 4.98 -2.81 1.63
N 14.95746 8.51710 -10.62608 -3.57 0.77 0.59
N 19.42033 10.19797 -4.58962 6.36 0.70 -1.26
N 10.67533 7.98659 -7.94145 3.86 -1.19 5.24
N 13.02497 9.61270 -16.16548 3.97 -5.12 1.75
N 22.44631 7.50740 -11.44064 -0.60 0.52 1.24
N 9.58650 3.08363 -14.96746 0.31 -2.43 -4.40
N 13.88025 3.06164 -10.16195 0.47 4.33 0.38
N 22.71515 5.60616 -12.46933 -0.38 -4.09 0.27
N 17.03516 8.01244 -10.44279 3.46 -1.31 0.66
N 19.80062 12.70249 -10.67527 -2.38 -1.14 -1.99
N 13.76622 1.05475 -11.03752 0.33 -1.18 -3.65
N 17.64969 9.89672 -3.57454 -3.72 -0.52 1.14
N 7.02823 10.62900 -15.13280 -1.61 1.97 -4.36
N 14.21218 2.35983 -17.89377 -1.60 -2.02 -2.01
N 8.93894 9.11499 -8.37195 -3.85 2.50 -0.23
N 10.42463 4.39004 -13.57496 3.19 3.86 3.01
N 15.20843 3.95819 -16.82709 1.95 3.37 0.50
C 13.61262 1.80326 -9.96244 -0.36 -2.72 0.63
C 9.83784 8.30198 -8.84908 0.36 0.68 1.67
C 9.40401 3.65193 -13.82934 -2.98 -1.36 1.12
C 15.96239 7.89861 -11.17203 0.25 1.05 -2.71
C 20.80001 12.95224 -9.86479 -0.86 0.17 0.57
C 22.78224 6.90554 -12.58538 1.16 3.00 -2.50
C 14.73335 2.75323 -16.73720 -1.45 -1.67 2.53
C 13.34401 12.87078 -10.78456 0.31 0.43 1.33
C 15.69382 4.75762 -5.50638 0.35 1.48 0.01
C 12.49680 10.75221 -16.41690 4.11 2.95 5.14
C 18.15684 10.11988 -4.79008 -0.87 -0.08 0.76
C 7.22938 10.00907 -14.01790 -2.82 1.26 2.16
H 10.47891 8.40829 -7.04496 1.05 -0.78 0.20
H 22.03621 14.34907 -9.42173 -0.19 0.81 -0.38
H 8.88480 2.44740 -15.31806 0.62 0.02 -0.17
H 8.82521 9.31251 -13.11236 0.31 -0.18 -0.41
H 19.61464 13.38080 -11.40011 -0.47 -0.74 0.02
H 22.26636 6.84697 -10.69798 -0.03 1.14 0.44
H 6.25334 11.27636 -15.15665 0.34 -0.17 -0.59
H 17.80009 7.63450 -10.98329 0.74 0.48 0.88
H 16.26052 5.14290 -4.65873 0.15 0.30 0.02
H 20.76257 14.82553 -10.60664 0.66 0.16 0.45
H 18.25738 9.59548 -2.82616 -0.86 0.08 -0.10
H 13.76771 3.69021 -9.37943 0.01 -0.16 -0.15
H 13.44207 0.09859 -11.06547 0.01 0.40 0.30
H 13.85008 9.70090 -15.58970 -0.17 -0.47 0.05
H 13.86144 3.05235 -18.53991 0.16 -0.21 0.06
H 10.99996 11.44895 -17.45058 0.11 -0.10 0.05
H 15.19427 4.43494 -17.71738 0.51 0.02 0.44
H 19.95098 10.57700 -5.36089 0.37 -0.28 0.27
H 19.22630 11.89263 -10.48984 0.05 0.35 -0.38
H 13.94835 3.49657 -11.07096 0.01 -0.32 0.25
H 13.86886 11.91113 -9.14847 -0.03 -0.04 0.08
H 19.85001 10.07622 -3.68372 0.04 0.33 -0.59
H 10.50657 3.27991 -15.33495 -0.74 -1.01 -1.07
H 11.27477 9.78086 -17.66433 0.35 0.26 0.21
H 11.47125 7.39484 -8.13236 -0.32 0.26 0.24
H 17.09158 8.64478 -9.65726 0.44 -0.36 -0.32
H 16.64064 9.85960 -3.55136 0.23 -0.37 0.72
H 14.83657 4.26567 -5.04681 0.20 -0.54 -0.55
H 16.39276 4.18039 -6.11170 -0.43 -0.61 0.20
H 13.79672 1.55117 -11.91658 0.08 -0.56 -0.16
H 10.25773 5.03774 -12.81816 0.77 0.07 -0.04
H 15.58461 6.65639 -6.37529 0.58 -0.40 0.56
H 14.15130 8.30055 -11.19468 -0.76 0.65 0.88
H 15.82381 4.23818 -16.07675 -0.17 0.41 -0.28
H 8.96907 9.47016 -7.42694 -0.40 -0.06 -0.57
H 9.02144 9.86010 -14.79667 0.48 -0.38 0.97
H 22.14055 5.22854 -11.72951 0.29 -0.25 -0.33
H 12.95341 13.87795 -10.92994 0.19 -0.07 -0.18
H 23.03715 4.95873 -13.17449 -0.18 0.53 -0.01
H 14.38306 12.79862 -11.10590 -0.14 0.13 -0.46
H 7.83774 10.60453 -15.73629 -1.12 1.04 -0.63
H 12.66309 8.68575 -16.33842 0.01 0.44 -0.13
H 22.40376 8.51383 -11.36718 -0.02 -0.43 0.15
H 14.97562 8.74096 -9.64137 -0.72 -0.22 -0.32
H 12.71075 12.18084 -11.34231 0.00 -0.26 0.29
H 13.62392 1.54591 -17.78619 0.02 0.05 -0.26
H 11.24380 4.42313 -14.16484 -0.30 0.39 0.54
H 8.17800 9.30470 -9.00841 -0.08 0.41 0.53

***

Entry 2:
60
Properties=species:S:1:pos:R:3:forces:R:3 method="wB97M-V/def2-TZVPD" multiplicity=1 total_energy_ha=-2063.0905 lumo_energy_ev="-4.28 / -4.28" total_charge=+1 homo_lumo_gap_ev="6.60 / 6.61" e_above_lowest_ev=0.0000
P 0.37480 -1.99565 -0.90790 -0.54 -0.22 -0.29
P 1.49719 1.77540 -0.26372 -0.13 0.30 -0.52
Al 0.10415 -0.03766 0.62522 0.42 -0.82 1.82
O 0.26173 1.94268 3.31099 -0.44 -1.82 -1.54
N -1.35915 0.56677 -0.56194 -1.11 0.88 -1.49
C -0.91985 2.97204 -0.59984 0.35 1.00 0.30
C -1.75403 1.88514 -0.27508 -0.10 -1.71 0.37
C -3.25975 3.38323 0.92264 -0.34 -0.12 0.43
C -0.14713 -3.62047 -0.26284 -0.01 -0.17 0.08
C 1.93653 -2.34747 -1.76261 0.14 -0.01 -0.03
C -2.38159 -0.36744 -0.77259 0.27 0.89 0.50
C 4.22635 -1.11424 1.65577 -0.13 0.17 0.20
C -2.19836 -1.49775 -1.60219 0.34 -0.50 -0.09
C 2.88296 1.36846 -1.36374 0.17 0.06 0.01
C 1.70727 -2.22998 1.98208 0.73 -0.76 -0.20
C -3.59351 -0.20929 -0.04478 0.28 -0.20 -0.34
C -0.83933 -1.74089 -2.25290 -0.43 -0.08 0.04
C 4.12273 -2.47298 1.95804 0.01 0.07 -0.22
C 3.06042 -0.33773 1.52421 1.06 -0.52 -0.36
C 2.85509 -3.01723 2.17433 -0.22 0.14 0.11
C 1.80904 -0.92900 1.48523 -1.68 0.78 1.00
C 2.13687 3.10775 0.79929 0.26 0.01 0.06
C -3.68889 0.92132 0.78632 -0.41 0.20 -0.60
C -4.43658 -2.26412 -1.02069 -0.49 0.58 0.58
C -1.27517 4.24988 -0.13813 0.64 -1.42 -0.72
C -3.23801 -2.41783 -1.72673 0.88 0.54 0.06
C 0.37336 2.72486 -1.34908 -0.13 0.08 0.00
C -2.43539 4.43941 0.61134 -0.78 0.17 0.51
C -2.93655 2.07044 0.49796 0.62 0.19 -0.31
C 0.18998 1.21868 2.42331 0.61 2.56 1.78
C -4.62074 -1.17826 -0.18503 0.26 -0.26 -0.01
H 5.02234 -3.09289 2.04348 -0.41 0.26 -0.02
H 1.31140 3.65735 1.26636 0.16 -0.14 -0.11
H -4.18342 3.50122 1.50823 0.53 0.19 -0.29
H -0.86091 -2.64160 -2.87628 -0.10 0.25 -0.10
H 0.22119 2.11503 -2.25394 -0.08 0.31 0.21
H 2.72427 3.78689 0.16171 -0.18 -0.13 0.28
H -5.53226 -1.03124 0.38894 0.06 -0.18 -0.18
H 2.76187 -4.06055 2.47475 0.00 0.23 0.06
H 0.63271 -4.03318 0.38665 -0.21 0.08 -0.21
H -4.53084 1.00550 1.45594 -0.10 -0.02 0.22
H 0.72849 -2.65952 2.21034 0.23 0.03 -0.26
H 3.37226 2.30967 -1.65346 -0.05 -0.35 -0.09
H 3.17315 0.74185 1.43612 0.07 -0.25 -0.28
H -2.68732 5.44023 0.95841 0.02 -0.23 -0.11
H -0.33255 -4.31019 -1.09861 0.06 0.16 0.20
H -1.50184 -0.00887 1.70473 0.81 -0.58 -0.48
H 5.20836 -0.65456 1.51446 -0.29 -0.12 0.24
H 2.78096 2.69899 1.58489 -0.13 0.24 -0.12
H -0.62328 5.08312 -0.38266 -0.16 -0.01 0.02
H 2.50576 0.84603 -2.25277 0.14 0.17 0.20
H -3.09253 -3.27901 -2.37414 -0.08 0.13 0.07
H 2.71871 -2.53666 -1.01746 -0.11 0.04 -0.13
H 2.22799 -1.48658 -2.37769 -0.03 -0.26 0.12
H 1.81086 -3.23556 -2.40038 0.10 0.29 0.15
H 3.59372 0.72444 -0.83358 -0.12 0.15 -0.23
H 0.88742 3.66316 -1.59851 -0.32 -0.16 -0.17
H -5.22064 -3.00521 -1.11890 0.04 0.07 -0.05
H -0.50163 -0.88056 -2.84472 -0.17 -0.13 0.03
H -1.06871 -3.50535 0.32114 0.20 -0.05 -0.12

***

Question: Look up the multiplicity of the first one.
Answer: 1